Entry 1:
# C34H62As3ClN5OS5V

C34H62As3ClN5OS5V as an isolated structure (ωB97M-V/def2-TZVPD, the OMol25 dataset).

```
112
C34H62As3ClN5OS5V ωB97M-V/def2-TZVPD
As -2.32 2.59 -1.50
As 0.78 3.86 -1.76
As -3.38 7.09 -3.25
V -0.02 1.44 -1.35
Cl 4.63 -2.25 7.77
S -2.23 -1.61 0.37
S -4.56 -2.38 -1.40
S -3.35 -1.23 -3.79
S -6.03 -2.52 -3.97
S -0.89 -0.31 -2.38
O 1.40 -7.29 1.36
N 1.84 -2.14 -1.09
N -0.09 1.10 0.74
N 1.99 0.70 -1.31
N 1.86 -4.25 -0.55
N 3.13 -3.97 -0.89
C -3.80 1.75 -0.58
C -4.64 5.71 -3.85
C 3.65 -1.97 5.27
C -2.65 7.49 -5.02
C 4.30 -2.81 6.16
C 3.08 -2.70 -1.20
C -1.83 5.96 -2.71
C 1.49 -5.58 -0.09
C -2.46 -1.06 -2.29
C 3.51 -4.15 2.15
C -0.97 -5.59 1.56
C -1.70 5.57 -1.23
C -0.24 5.27 -0.87
C 4.68 -4.08 5.78
C 0.32 -6.01 3.63
C 3.75 -3.70 3.57
C -3.01 -1.62 -1.19
C 0.35 -5.30 2.27
C 0.42 -3.80 2.58
C 1.55 -5.86 1.43
C -4.75 -2.04 -3.12
C 2.31 0.63 1.15
C 2.93 0.97 -0.19
C 1.12 1.48 1.53
C 0.92 4.28 -3.65
C -2.97 2.57 -3.33
C 4.41 -4.52 4.49
C -3.41 -2.49 1.42
C 2.56 4.40 -1.18
C 3.39 -2.42 3.98
C 2.97 -5.59 1.98
C -2.09 6.75 -0.32
C -2.63 4.41 -0.85
C 1.10 -3.17 -0.69
H -2.30 6.58 -5.52
H -1.14 -4.91 0.71
H -0.97 6.58 -2.98
H -3.23 1.54 -3.58
H 0.50 -5.81 -0.49
H -5.46 6.21 -4.36
H 2.87 -3.42 1.66
H 3.08 0.76 1.92
H -5.07 5.17 -3.00
H 3.84 0.38 -0.34
H 4.46 -4.10 1.62
H -2.21 2.92 -4.03
H -4.36 -1.98 1.45
H 4.74 -5.51 4.20
H 3.96 -2.16 -1.53
H -1.83 8.19 -4.93
H 2.19 -6.26 -0.56
H 3.32 3.81 -1.70
H 1.20 -3.57 3.30
H -3.53 -3.52 1.09
H 2.68 5.45 -1.45
H -3.66 4.64 -1.17
H 1.84 -0.34 -1.31
H -3.43 7.94 -5.63
H -4.17 5.01 -4.55
H 1.61 -7.66 2.23
H 2.47 0.89 -2.19
H 0.59 -3.18 1.69
H -0.16 5.01 0.19
H 3.36 -0.98 5.58
H 3.04 -6.11 2.94
H 1.77 3.72 -4.05
H -3.62 1.71 0.49
H 3.63 -6.14 1.31
H -2.97 -2.49 2.41
H -1.80 -5.44 2.25
H 1.10 5.35 -3.77
H 0.02 4.01 -4.19
H -1.56 7.66 -0.62
H -3.95 0.74 -0.96
H -1.03 -6.61 1.19
H 2.68 4.29 -0.11
H 0.05 -3.16 -0.49
H -0.92 1.50 1.17
H 5.19 -4.72 6.48
H -2.67 4.30 0.24
H 1.26 -5.92 4.17
H -1.80 5.08 -3.36
H 0.06 -7.07 3.54
H -0.45 -5.56 4.26
H 2.04 -0.43 1.18
H 3.21 2.02 -0.22
H 0.35 6.18 -1.01
H 2.87 -1.77 3.28
H -3.16 6.97 -0.39
H -3.85 3.20 -3.40
H 0.89 1.37 2.59
H -0.53 -3.50 3.02
H 1.32 2.54 1.36
H -0.23 0.09 0.83
H -1.86 6.54 0.72
H -4.69 2.35 -0.78
```

As for the highest occupied orbital energy (alpha / beta): -0.4524 / -0.4524 hartree. Its expectation value of S² is 2.10. The charge is +2. As for the LUMO energy (alpha / beta): -7.0 / -5.8 eV. For the gap between HOMO and LUMO (alpha / beta), the calculation gives 5.3 / 6.5 eV. As for the spin multiplicity: 3. The calculation puts the energy above the lowest of the compared OMol25 structures with the same formula, charge and spin at 19.6 kcal per mole.

***

Entry 2:
# C3H4O3

A single C3H4O3 molecule (ωB97M-V/def2-TZVPD, the OMol25 dataset).

```
10
C3H4O3 ωB97M-V/def2-TZVPD
O 0.43 1.23 1.67
O 1.15 -1.96 -0.68
O -0.92 0.04 -1.33
C -0.40 -0.24 -0.05
C 0.97 -0.92 -0.09
C -0.41 1.00 0.83
H -0.26 0.53 -1.83
H -1.10 -0.96 0.40
H 1.79 -0.40 0.44
H -1.26 1.69 0.63
```

As for the highest occupied orbital energy: -0.3655 hartree. The charge is 0. As for the LUMO energy: 0.1 eV. For the gap between HOMO and LUMO, the calculation gives 10.0 eV. The calculation puts the energy above the lowest of the compared OMol25 structures with the same formula, charge and spin at 43.3 kcal per mole. Its structure (SMILES) is O=CC(O)C=O.

***

Entry 3:
# C3H37N2O13

A 14-piece molecular cluster, C3H37N2O13 overall in a non-equilibrium geometry (ωB97M-V/def2-TZVPD, the OMol25 dataset).

```
55
C3H37N2O13 ωB97M-V/def2-TZVPD
O -0.34 -1.54 3.29
O 1.77 -1.80 -2.80
O 1.23 -2.07 2.02
O -1.59 2.06 -3.08
O -0.85 -0.66 -3.56
O -0.08 2.92 1.59
O -2.58 -1.00 1.88
O -2.37 1.72 1.49
O 3.95 -0.49 1.23
O 2.34 -2.45 -0.20
O -4.02 -0.71 -0.56
O -3.19 1.82 -0.92
O 0.92 0.44 2.86
N 2.96 0.22 -1.05
N -0.52 -0.89 -0.45
C 0.30 0.25 0.06
C 2.11 1.40 -1.45
C 0.63 1.19 -1.11
H 0.13 0.64 -1.94
H -3.37 -0.74 2.37
H -0.32 0.84 0.77
H 0.65 1.34 2.58
H 1.10 -2.66 2.78
H 0.06 3.13 2.52
H 1.79 -2.44 -3.51
H 3.99 0.31 -1.17
H -3.80 -0.89 0.37
H 0.97 -1.19 2.38
H -1.86 1.84 -3.97
H -1.27 -1.39 3.50
H -1.11 2.88 -2.96
H -0.29 -0.84 -2.80
H -1.48 -0.61 -0.37
H -0.93 2.38 1.53
H 2.76 -3.30 -0.38
H -2.01 -0.22 1.93
H 2.70 -0.62 -1.65
H 3.51 0.17 1.80
H -3.79 1.06 -1.07
H 2.69 -0.10 -0.13
H 0.41 0.44 3.69
H 0.26 2.22 -0.88
H -0.42 -1.71 2.34
H -0.87 -1.53 -3.98
H 1.37 -2.14 -1.96
H 2.54 2.32 -0.95
H 1.17 -0.02 0.71
H -2.68 1.75 0.49
H 1.68 -2.58 0.52
H -2.47 1.76 -1.57
H -4.35 -1.42 -1.11
H 3.47 -1.24 1.62
H -2.86 2.50 1.79
H -0.30 -1.73 0.08
H 2.27 1.42 -2.55
```

As for the highest occupied orbital energy: -0.4583 hartree. The charge is +1. As for the LUMO energy: -2.4 eV. For the gap between HOMO and LUMO, the calculation gives 10.1 eV. The calculation puts the energy above the lowest of the compared OMol25 structures with the same formula, charge and spin at 38.9 kcal per mole.